Record 1
77
Properties=species:S:1:pos:R:3:mulliken_spin:R:1 method="wB97M-V/def2-TZVPD" s2=0.782 de_lowest_kcal_mol=0.0 spin_multiplicity=2 total_energy_ev=-79387.603 orbital_gap_ev="6.92 / 6.14" lumo_ev="2.6 / 1.7" homo_energy_ha="-0.1604 / -0.1632" charge=-1
Ru -0.46465 0.17750 0.18386 0.82
Cl 3.62197 2.22534 -6.00107 0.00
Cl 0.27511 4.34071 -2.41163 0.00
O -0.21003 -1.27674 -1.33170 -0.02
O 0.26091 1.63314 -1.18814 0.03
N -0.64949 1.73982 1.39680 -0.06
N 1.34903 0.24518 1.14479 -0.03
N -2.68614 -4.85805 -2.83919 0.01
N -1.10930 -2.18106 -1.45007 0.00
N -2.52550 0.01512 -0.28419 -0.03
N 2.01076 -0.43945 -1.87608 0.00
N -1.05738 -1.20810 1.43463 -0.02
N 1.01329 -2.79079 -4.14280 0.01
C 1.64585 1.39433 1.69004 -0.03
C 1.20858 -2.16161 1.40656 0.01
C 2.74757 -1.43923 -2.27761 0.00
C -2.90979 -2.02533 2.70873 0.07
C 2.12914 -0.94388 1.41459 0.01
C -4.21686 -2.43393 2.99028 -0.03
C 2.71548 0.80604 -3.82666 0.00
C -1.92601 2.39223 1.63921 0.01
C -5.33086 -2.13236 0.81192 -0.02
C -2.86638 2.08323 -1.57982 0.00
C -2.33732 3.42832 0.57608 -0.01
C 1.94706 0.67760 -2.63779 0.00
C 1.93074 3.06594 -4.08559 0.00
C -2.36450 -1.41521 1.57557 -0.02
C 1.14586 2.92293 -2.93806 0.00
C 3.45728 2.77468 2.83702 -0.04
C 2.86850 4.00863 3.12270 0.09
C -3.39560 2.95784 -0.43047 0.00
C 0.53339 3.63886 2.25752 0.11
C -1.92008 -4.01698 -2.66462 0.00
C -0.07951 -1.95200 2.21207 0.00
C -0.95788 -2.97584 -2.48069 0.02
C 0.48440 2.31699 1.77747 -0.06
C -3.16926 0.60224 -1.44632 -0.01
C 0.13377 -2.85708 -3.40426 0.00
C -5.31298 -2.49922 2.16924 0.05
C 3.49270 -0.30268 -4.22800 0.00
C 2.94202 1.66158 2.22285 0.08
C 2.68087 2.02516 -4.53994 0.00
C 1.05459 1.73822 -2.19110 0.01
C -4.40957 -1.45619 0.06657 0.04
C -3.14688 -0.87268 0.43588 -0.01
C 1.56800 4.36554 2.83347 -0.04
C 3.50257 -1.43042 -3.46460 0.00
H 3.49402 4.75374 3.59806 0.01
H -0.50066 -2.92693 2.47340 0.00
H 0.14878 -1.42945 3.15332 0.00
H -2.67710 1.60369 1.68912 0.00
H -1.79440 2.21519 -1.67723 0.00
H -2.80674 0.07704 -2.33889 0.00
H 4.06506 -0.24062 -5.14315 0.00
H -1.44426 3.73897 0.02932 0.00
H -3.31417 2.40913 -2.52289 0.00
H -6.22053 -2.92824 2.57531 0.00
H 1.92750 4.01042 -4.61186 0.00
H -1.89856 2.85932 2.62892 0.00
H 1.29470 5.38108 3.10498 -0.01
H 1.75678 -3.01399 1.81660 0.00
H -0.39389 4.18679 2.16753 0.02
H -2.20547 -2.16751 3.51873 0.01
H 4.07217 -2.30342 -3.75415 0.00
H 2.75780 -2.32386 -1.64523 0.00
H 0.93440 -2.40724 0.38032 -0.01
H -6.21941 -2.43100 0.26344 0.00
H 2.93580 -1.07093 0.68842 0.00
H -4.19516 2.42991 0.10493 0.00
H -2.71989 4.31570 1.09091 0.00
H 2.58316 -0.85818 2.40951 0.00
H -4.36265 -2.79638 4.00359 0.00
H -4.65736 -1.35344 -0.98037 0.00
H 4.50206 2.68532 3.12051 0.00
H -4.25334 0.47204 -1.40270 0.00
H -3.86077 3.84986 -0.85836 0.00
H 3.64965 0.85721 2.07384 0.01



Record 2
85
Properties=species:S:1:pos:R:3:mulliken_charge:R:1 method="wB97M-V/def2-TZVPD" de_lowest_kcal_mol=79.0 total_energy_ev=-52157.735 orbital_gap_ev=5.78 lumo_ev=-5.0 homo_energy_ha=-0.3944 charge=+1
O 7.14436 0.99319 3.38761 -0.41
O 3.76051 -4.43654 -3.57986 -0.43
N -3.66664 0.43898 -1.08527 -0.59
N -2.73320 -0.07481 -1.71145 1.17
N -1.89020 -0.49068 -2.36903 -1.26
N -1.70620 1.38266 0.71688 0.24
C -2.32028 -3.39695 -0.09011 -1.02
C -5.68254 -0.73243 1.78098 -0.09
C 1.90550 -1.89707 -1.61871 -0.43
C -0.43268 4.47578 -2.82789 -0.47
C 3.43071 -3.32998 -2.86063 0.87
C -3.68265 2.61340 0.88886 -0.82
C 7.58220 -0.09674 4.23248 -0.81
C 2.87282 -0.09386 -0.10828 0.43
C -1.47758 -3.49623 1.01927 -0.62
C -3.74757 0.07621 0.32832 4.33
C -0.70242 3.22964 -3.41584 -0.89
C 4.50796 -2.48177 -2.50456 -0.89
C 2.99016 -1.14595 -1.11225 0.87
C -2.28882 -1.36390 1.82040 0.12
C 0.40301 2.09868 -1.55664 0.78
C 4.88212 -0.86363 1.18512 -0.55
C -7.97846 -0.23468 1.16887 -0.45
C -2.52995 3.51305 1.32689 -0.82
C -1.24975 2.65178 1.22755 0.20
C 0.86820 3.36678 -1.10901 0.01
C 4.28277 -1.43787 -1.64304 -0.43
C 6.26203 0.69406 2.39418 0.63
C -1.48233 -2.49880 1.99766 -1.05
C 2.71078 -5.28652 -4.08890 -0.78
C 0.64328 0.89312 -0.81712 -0.20
C -3.00477 -1.20443 0.63078 -0.71
C -6.14580 0.65356 -0.14436 -0.21
C 4.37721 1.50251 1.11256 -0.21
C -3.12204 -2.26427 -0.26687 -0.12
C -7.52099 0.55083 0.10678 -0.97
C 5.51701 1.76569 1.84892 -0.92
C 0.31162 4.53100 -1.63644 -0.68
C 2.11593 -3.00982 -2.43376 -0.81
C -3.07332 1.20591 1.08861 -0.89
C -5.23573 -0.01832 0.66289 -1.20
C 4.04248 0.18029 0.73722 -0.79
C 5.97467 -0.63556 1.99696 -0.57
C -0.34119 2.06702 -2.75880 -0.59
C -7.05838 -0.87349 2.00494 -0.94
C 1.77084 0.77741 -0.00035 -0.34
H -9.04781 -0.33866 1.35126 0.40
H -2.68352 3.81281 2.36827 0.30
H 4.66886 -1.89362 0.89733 0.57
H -2.32493 -0.62598 2.62921 0.31
H -0.61284 1.09578 -3.16787 0.52
H -5.76769 1.24466 -0.98321 0.38
H 6.72457 -0.65379 4.64012 0.38
H -3.94377 2.73045 -0.17546 0.38
H -2.37212 -4.19041 -0.83811 0.45
H -1.07708 0.59746 0.83537 0.21
H 1.28376 -3.65795 -2.72818 0.43
H 3.23995 -6.09814 -4.58752 0.25
H 1.89116 1.52475 0.78973 1.11
H -2.43262 4.40439 0.70923 0.41
H -8.21016 1.09123 -0.53710 0.40
H -0.88414 -2.58453 2.90366 0.47
H 3.76653 2.33689 0.77790 0.44
H 5.14443 -0.83678 -1.34653 0.55
H 0.46464 5.48115 -1.11549 0.42
H -1.23393 3.15572 -4.36681 0.41
H -0.77574 2.55186 2.22002 0.33
H -3.86954 -2.22084 -1.06452 0.49
H -7.39958 -1.47875 2.84097 0.41
H -0.76422 5.39326 -3.31385 0.43
H 6.57863 -1.47212 2.36464 0.35
H 8.25458 -0.76811 3.68237 0.32
H 2.08993 -5.68513 -3.27527 0.32
H -0.82592 -4.36319 1.13077 0.45
H 0.04722 0.01976 -1.08450 -0.26
H -0.50359 3.09493 0.56450 -0.59
H -4.59978 2.71570 1.47991 0.43
H 0.89455 -1.64944 -1.31283 0.41
H 5.51031 -2.70501 -2.88521 0.43
H -3.16452 1.00103 2.17752 0.09
H 5.81689 2.78229 2.08691 0.45
H 2.08803 -4.75007 -4.81783 0.34
H 1.57473 3.42551 -0.26844 0.44
H 8.12689 0.40162 5.03331 0.25
H -4.95489 -1.18595 2.46020 0.39



Record 3
42
Properties=species:S:1:pos:R:3:nbo_charge:R:1 method="wB97M-V/def2-TZVPD" total_energy_ev=-37329.256 orbital_gap_ev=8.08 lumo_ev=0.3 smiles=NB(O)c1ccc2c(c1CC(N)(N)N)Nc1ccc(N)cc1S2 homo_energy_ha=-0.2877 charge=0
S 2.00279 1.43975 -2.39757 0.29
O -3.13065 2.93906 1.92196 -0.88
N -3.81460 -1.24944 0.92904 -0.86
N 0.18673 -0.53844 -1.16336 -0.68
N -2.72979 -0.60260 -1.07061 -0.85
N 5.49002 -2.38369 -1.77437 -0.80
N -1.28645 2.87823 3.53977 -1.07
N -1.82531 -2.36419 0.26347 -0.84
C -0.05283 3.31915 0.49445 -0.17
C -0.85512 2.30834 1.01783 -0.36
C 0.88161 1.78939 -1.07160 -0.20
C 3.81069 -0.61796 -2.05038 -0.26
C 1.90062 -2.26041 -0.86911 -0.21
C 0.08472 0.76159 -0.57289 0.21
C 2.50194 -0.17474 -1.88245 -0.20
C 1.53618 -0.98885 -1.29990 0.17
C -2.48435 -1.07008 0.29062 0.42
C 3.20134 -2.71464 -1.03421 -0.25
C -1.65537 -0.04895 1.13103 -0.44
C 0.82305 3.07286 -0.55137 -0.23
C 4.16390 -1.89959 -1.63164 0.16
C -0.78931 1.00785 0.48329 0.00
B -1.80370 2.68962 2.21274 1.02
H 1.45833 3.86230 -0.93347 0.22
H -1.45570 -2.59684 1.17724 0.35
H -3.70445 -1.40162 1.92549 0.35
H -2.37254 0.46083 1.77104 0.21
H -0.26652 -0.50366 -2.07291 0.38
H -4.38174 -0.41655 0.80457 0.36
H -0.67274 2.15040 3.87809 0.39
H -2.52885 -3.06131 0.04109 0.37
H -3.69755 2.93551 2.69970 0.48
H 5.47901 -3.28003 -2.24722 0.37
H -2.38376 -1.31260 -1.70569 0.37
H -1.98253 3.08292 4.24628 0.37
H -1.01165 -0.63896 1.79740 0.21
H 3.47276 -3.70878 -0.69704 0.21
H 1.13202 -2.88238 -0.42518 0.23
H 6.02885 -1.76381 -2.36725 0.36
H -3.72932 -0.56270 -1.23565 0.36
H 4.55681 0.03158 -2.49742 0.21
H -0.09653 4.31346 0.92619 0.21



Record 4
26
Properties=species:S:1:pos:R:3:nbo_charge:R:1 method="wB97M-V/def2-TZVPD" de_lowest_kcal_mol=58.5 total_energy_ev=-12100.517 orbital_gap_ev=9.41 lumo_ev=0.9 smiles=c1ccncc1.C1CCCC1 homo_energy_ha=-0.3114 charge=0
N 0.57765 -0.42477 -1.53238 -0.43
C -0.90711 0.67284 0.77785 -0.41
C 0.66653 0.91789 -1.69466 0.02
C 2.61811 0.95418 -0.49327 -0.18
C -1.73881 -1.57868 1.11023 -0.40
C 1.51562 -1.07141 -1.03954 0.06
C 1.70069 1.62167 -1.30589 -0.24
C -2.04850 0.73671 1.77470 -0.41
C 2.61138 -0.38483 -0.43988 -0.24
C -2.65087 -0.65848 1.97642 -0.41
C -1.20323 -0.63965 0.01210 -0.42
H -2.84654 1.40597 1.41510 0.20
H -2.76728 -1.00691 3.02243 0.20
H 0.11519 0.54234 1.20487 0.19
H 1.40560 -2.12419 -0.92722 0.19
H 3.34087 -0.89587 0.05182 0.21
H -0.84286 1.54784 0.14269 0.21
H -3.63385 -0.62281 1.61823 0.19
H -2.34734 -2.42248 0.70613 0.21
H -0.19072 1.25558 -2.14335 0.20
H 3.39303 1.44506 0.05746 0.22
H -0.30240 -0.98925 -0.54098 0.25
H 1.73785 2.63626 -1.60054 0.22
H -0.88386 -1.92362 1.72477 0.19
H -1.67271 1.22219 2.68432 0.20
H -1.93145 -0.51811 -0.75738 0.18